Entry 1:
The following is a DFT calculation (wB97M-V/def2-TZVPD) of C21H18Co2N2O6S2 as an isolated structure in a non-equilibrium geometry.

ORCA input file:
```
! wB97M-V def2-TZVPD RIJCOSX def2/J DEFGRID3
* xyz -2 1
C 0.919 3.718 -1.095
N 0.131 2.676 -0.470
C -0.960 2.225 -1.298
C -1.900 1.333 -0.516
N -1.150 0.263 0.155
C -1.856 -0.739 0.688
S -3.650 -0.808 0.572
S -1.217 -2.044 1.555
C 0.135 0.572 0.811
C 0.945 1.603 0.047
H 1.643 4.109 -0.371
H 1.477 3.373 -1.984
H 0.252 4.527 -1.406
H -1.519 3.109 -1.632
H -0.611 1.672 -2.193
H -2.458 1.929 0.229
H -2.619 0.877 -1.215
H -0.054 0.951 1.831
H 0.705 -0.364 0.892
H 1.509 1.080 -0.754
H 1.678 2.042 0.738
O -2.908 -0.797 4.691
C -3.060 -1.386 3.708
Co -3.317 -2.289 2.216
C -4.174 0.302 1.872
O -3.563 1.280 2.246
C -3.144 -4.079 2.355
O -2.690 -5.138 2.484
C -5.663 -2.637 3.398
C -5.567 -2.930 4.806
C -4.484 -3.675 5.316
C -4.351 -3.879 6.686
C -5.308 -3.367 7.568
C -6.428 -2.694 7.063
C -6.577 -2.500 5.691
C -5.479 -1.680 2.472
C -5.506 -0.223 2.315
Co -6.117 -3.207 1.767
C -5.132 -4.451 0.923
O -4.719 -5.230 0.171
C -7.581 -4.131 2.142
O -8.523 -4.755 2.387
C -6.318 -2.387 0.247
O -6.509 -1.905 -0.789
H -3.747 -4.090 4.625
H -3.489 -4.436 7.058
H -5.185 -3.502 8.643
H -7.195 -2.315 7.740
H -7.447 -1.989 5.274
H -6.267 0.071 1.565
H -5.764 0.282 3.262
*
```

## Properties
Lowest unoccupied orbital energy ... 4.6154 eV
Calculated total energy ... -4933.693927 a.u.
Kohn-Sham gap ... 2.81 eV
HOMO ... 1.81 eV

Atom charges from the Mulliken analysis, given in e for atoms 1 to 5:
1. C -1.1193
2. N 0.0670
3. C -1.0247
4. C -0.3623
5. N 0.1734

***

Entry 2:
The following is a DFT calculation (wB97M-V/def2-TZVPD) of C21H18HfN10O3P as an isolated structure in a non-equilibrium geometry.

ORCA input file:
```
! wB97M-V def2-TZVPD RIJCOSX def2/J DEFGRID3
* xyz 0 2
Hf -0.608 0.222 0.985
N -3.352 -0.891 -0.933
C -2.900 0.394 -1.023
N -3.590 1.450 -1.428
N -2.773 2.478 -1.268
N -1.646 2.105 -0.798
N -1.653 0.760 -0.647
C -2.756 -1.776 -0.076
N -3.210 -2.971 0.266
N -2.326 -3.444 1.132
N -1.379 -2.616 1.329
N -1.584 -1.521 0.565
H -4.273 -1.100 -1.285
O 2.720 -0.594 2.830
C 1.750 -0.834 2.153
O 0.566 -0.364 2.363
C 1.885 -1.725 0.898
P 1.426 -0.581 -0.483
C 2.330 -1.199 -1.936
C 2.247 -2.553 -2.258
C 2.805 -3.016 -3.435
C 3.438 -2.137 -4.299
C 3.502 -0.787 -3.992
C 2.939 -0.311 -2.821
C 2.390 0.873 0.064
C 1.671 1.995 0.480
C 2.350 3.127 0.900
C 3.737 3.129 0.935
C 4.450 2.002 0.561
C 3.781 0.876 0.117
H 1.173 -2.555 0.959
H 2.914 -2.088 0.803
H 1.742 -3.235 -1.588
H 2.735 -4.062 -3.691
H 3.864 -2.501 -5.223
H 3.981 -0.103 -4.676
H 2.973 0.746 -2.592
H 0.568 1.993 0.453
H 1.801 4.011 1.190
H 4.265 4.010 1.270
H 5.529 2.001 0.608
H 4.327 -0.007 -0.184
O -1.411 1.590 2.099
N -2.707 1.253 2.060
C -3.634 2.163 1.636
C -4.944 1.792 1.494
C -5.351 0.498 1.824
C -4.399 -0.385 2.365
C -3.099 0.013 2.494
H -3.255 3.143 1.393
H -5.657 2.507 1.113
H -6.372 0.190 1.682
H -4.682 -1.383 2.670
H -2.298 -0.579 2.940
*
```

## Properties
⟨S²⟩ ... 0.770
Lowest unoccupied orbital energy (alpha / beta) ... -0.6444 / -0.6265 eV
Calculated total energy ... -1973.646253 a.u.
Kohn-Sham gap (alpha / beta) ... 4.73 / 8.34 eV
HOMO (alpha / beta) ... -5.38 / -8.97 eV

Atom charges from the Mulliken analysis, given in e for atoms 1 to 5:
1. Hf 0.6717
2. N 0.0451
3. C 0.2846
4. N -0.4220
5. N -0.5923

***

Entry 3:
The following is a DFT calculation (wB97M-V/def2-TZVPD) of an isolated molecule of C21H18N2O4.

ORCA input file:
```
! wB97M-V def2-TZVPD RIJCOSX def2/J DEFGRID3
* xyz 0 1
O 1.133 -1.653 1.074
C 0.104 -1.574 0.440
N -0.867 -2.549 0.639
C -2.152 -2.590 0.163
O -2.923 -3.466 0.468
N -2.486 -1.555 -0.687
C -3.889 -1.444 -1.062
C -4.687 -0.778 0.073
C -4.020 0.512 0.458
C -4.301 1.688 -0.225
C -3.594 2.845 0.047
C -2.591 2.840 1.002
C -2.313 1.677 1.699
C -3.026 0.522 1.429
C -1.630 -0.538 -1.048
O -2.036 0.331 -1.828
C -0.280 -0.544 -0.514
C 0.546 0.544 -0.819
O 0.096 1.579 -1.489
C 1.938 0.693 -0.446
C 2.871 -0.270 -0.497
C 4.281 -0.107 -0.215
C 4.831 1.076 0.291
C 6.183 1.167 0.554
C 7.018 0.086 0.316
C 6.490 -1.094 -0.183
C 5.137 -1.189 -0.444
H -0.619 -3.282 1.295
H -3.934 -0.838 -1.968
H -4.267 -2.449 -1.254
H -4.719 -1.460 0.924
H -5.704 -0.604 -0.278
H -5.070 1.692 -0.984
H -3.817 3.751 -0.496
H -2.028 3.739 1.203
H -1.534 1.664 2.448
H -2.806 -0.384 1.979
H -0.852 1.386 -1.775
H 2.213 1.722 -0.262
H 2.579 -1.267 -0.793
H 4.196 1.924 0.489
H 6.592 2.085 0.948
H 8.076 0.162 0.521
H 7.135 -1.940 -0.366
H 4.727 -2.112 -0.827
*
```

## Properties
SMILES ... O=C1NC(=O)N(CCc2ccccc2)C(=O)/C1=C(O)/C=C/c1ccccc1
Lowest unoccupied orbital energy ... -0.6083 eV
Calculated total energy ... -1221.591458 a.u.
Kohn-Sham gap ... 8.09 eV
HOMO ... -8.70 eV

Atom charges from the Mulliken analysis, given in e for atoms 1 to 5:
1. O -0.7015
2. C 0.6196
3. N -0.0659
4. C 0.4539
5. O -0.6319

***

Entry 4:
The following is a DFT calculation (wB97M-V/def2-TZVPD) of C21H18N2O4PdS as an isolated structure in a non-equilibrium geometry.

ORCA input file:
```
! wB97M-V def2-TZVPD RIJCOSX def2/J DEFGRID3
* xyz -2 1
Pd 0.557 -1.051 0.146
O 0.083 2.866 3.645
C -0.475 3.587 2.728
C -1.108 4.820 3.033
C -1.776 5.545 2.069
C -1.846 5.098 0.751
C -1.184 3.930 0.406
C -0.486 3.191 1.351
C 0.269 1.987 0.972
O 0.546 1.135 1.968
N 0.683 1.825 -0.232
N 1.544 0.773 -0.498
C 1.399 0.072 -1.590
C 2.488 -0.816 -2.061
C 2.935 -0.699 -3.368
C 3.962 -1.488 -3.878
C 4.530 -2.453 -3.050
C 4.106 -2.602 -1.748
C 3.075 -1.795 -1.174
O 2.717 -1.968 0.038
H 0.404 1.721 2.828
H -1.072 5.168 4.059
H -2.267 6.475 2.343
H -2.411 5.650 0.009
H -1.210 3.554 -0.608
H 0.596 0.303 -2.304
H 2.493 0.063 -4.005
H 4.314 -1.343 -4.893
H 5.311 -3.100 -3.443
H 4.554 -3.353 -1.106
C -3.219 -1.684 2.526
S -2.302 -0.315 1.674
O -3.373 0.384 0.917
C -1.512 -1.432 0.480
C -2.075 -1.456 -0.817
C -1.825 -2.512 -1.662
C -1.004 -3.574 -1.233
C -0.442 -3.572 0.024
C -0.666 -2.499 0.937
H -3.888 -2.135 1.795
H -3.780 -1.240 3.347
H -2.513 -2.417 2.910
H -2.745 -0.648 -1.083
H -2.255 -2.532 -2.657
H -0.820 -4.412 -1.894
H 0.138 -4.427 0.354
H -0.447 -2.627 1.995
*
```

## Properties
Lowest unoccupied orbital energy ... 4.6726 eV
Calculated total energy ... -1747.549839 a.u.
Kohn-Sham gap ... 5.89 eV
HOMO ... -1.21 eV

Atom charges from the Mulliken analysis, given in e for atoms 1 to 5:
1. Pd -0.0102
2. O -0.9527
3. C 0.3364
4. C -0.6314
5. C -0.2463

***

Entry 5:
The following is a DFT calculation (wB97M-V/def2-TZVPD) of an isolated molecule of C21H18N2O7 in a non-equilibrium geometry.

ORCA input file:
```
! wB97M-V def2-TZVPD RIJCOSX def2/J DEFGRID3
* xyz 0 1
C 0.344 3.963 -1.906
C -0.613 3.230 -2.834
O -1.607 2.541 -2.067
C -1.434 1.241 -1.853
O -0.566 0.566 -2.345
C -2.453 0.722 -0.859
C -1.770 0.709 0.535
N -0.607 -0.135 0.492
C 0.609 0.387 0.237
O 0.862 1.578 0.312
C 1.671 -0.604 -0.123
C 2.930 -0.137 -0.321
C 3.987 -1.006 -0.718
C 5.307 -0.588 -0.929
C 6.266 -1.494 -1.316
C 5.931 -2.835 -1.503
C 4.639 -3.273 -1.304
C 3.662 -2.360 -0.910
O 2.405 -2.815 -0.719
C 1.376 -2.020 -0.330
O 0.297 -2.553 -0.180
C -2.769 0.289 1.584
C -3.681 1.231 2.057
C -4.640 0.895 2.997
C -4.703 -0.396 3.489
C -3.792 -1.333 3.021
N -3.844 -2.681 3.536
O -3.007 -3.466 3.149
O -4.724 -2.945 4.328
C -2.830 -1.007 2.072
H 0.781 3.261 -1.199
H 1.135 4.427 -2.488
H -0.186 4.731 -1.348
H -1.160 3.924 -3.477
H -0.077 2.499 -3.447
H -3.325 1.371 -0.846
H -2.737 -0.297 -1.127
H -1.413 1.723 0.758
H -0.730 -1.119 0.261
H 3.124 0.916 -0.173
H 5.553 0.452 -0.781
H 7.283 -1.171 -1.478
H 6.690 -3.539 -1.808
H 4.361 -4.305 -1.443
H -3.631 2.244 1.684
H -5.335 1.640 3.350
H -5.435 -0.689 4.225
H -2.146 -1.774 1.745
*
```

## Properties
SMILES ... CCOC(=O)C[C@H](NC(=O)c1cc2ccccc2oc1=O)c1cccc([N+](=O)[O-])c1
Lowest unoccupied orbital energy ... -0.6435 eV
Calculated total energy ... -1447.213090 a.u.
Kohn-Sham gap ... 8.62 eV
HOMO ... -9.27 eV

Atom charges from the Mulliken analysis, given in e for atoms 1 to 5:
1. C -0.8491
2. C -0.3021
3. O -0.3432
4. C 0.7358
5. O -0.6151

***

Entry 6:
The following is a DFT calculation (wB97M-V/def2-TZVPD) of C21H18N7ORe as an isolated structure.

ORCA input file:
```
! wB97M-V def2-TZVPD RIJCOSX def2/J DEFGRID3
* xyz 3 2
Re 0.027 -0.235 0.265
C 0.038 0.656 -2.619
N 0.022 1.232 -1.217
C 1.260 2.057 -0.949
C 2.415 1.161 -0.562
C 3.729 1.506 -0.775
C 4.732 0.673 -0.283
C 4.393 -0.492 0.396
C 3.062 -0.803 0.553
N 2.085 0.014 0.101
C -1.239 2.030 -0.981
C -2.389 1.110 -0.638
C -3.700 1.437 -0.903
C -4.708 0.594 -0.441
C -4.375 -0.552 0.268
C -3.043 -0.835 0.486
N -2.064 -0.023 0.043
C 0.007 -0.846 -2.621
C -0.002 -1.593 -3.783
C -0.033 -2.977 -3.689
C -0.055 -3.588 -2.437
C -0.043 -2.794 -1.317
N -0.011 -1.442 -1.411
H -0.821 1.047 -3.167
H 0.934 1.014 -3.127
H 1.495 2.673 -1.817
H 1.037 2.722 -0.112
H 3.976 2.416 -1.306
H 5.772 0.932 -0.435
H 5.151 -1.154 0.790
H 2.742 -1.704 1.061
H -1.047 2.704 -0.143
H -1.456 2.643 -1.856
H -3.939 2.339 -1.451
H -5.746 0.834 -0.635
H -5.135 -1.222 0.645
H -2.728 -1.719 1.027
H 0.013 -1.100 -4.746
H -0.042 -3.580 -4.588
H -0.080 -4.664 -2.335
H -0.060 -3.212 -0.317
O -0.206 0.043 2.037
N -0.943 0.162 3.201
C -0.966 1.381 3.612
C -1.651 1.664 4.831
N -2.206 1.892 5.810
C -0.358 2.434 2.841
N 0.157 3.140 2.099
*
```

## Properties
⟨S²⟩ ... 0.869
Lowest unoccupied orbital energy (alpha / beta) ... -12.2311 / -12.0320 eV
Calculated total energy ... -1346.755841 a.u.
Kohn-Sham gap (alpha / beta) ... 7.23 / 7.23 eV
HOMO (alpha / beta) ... -19.46 / -19.26 eV

Atom charges from the Mulliken analysis, given in e for atoms 1 to 5:
1. Re 1.1062
2. C -1.1498
3. N -0.2008
4. C -1.5146
5. C 1.2236

***

Entry 7:
The following is a DFT calculation (wB97M-V/def2-TZVPD) of C21H19Br2ClF4IrN3O5 as an isolated structure in a non-equilibrium geometry.

ORCA input file:
```
! wB97M-V def2-TZVPD RIJCOSX def2/J DEFGRID3
* xyz 1 6
Ir 0.600 -0.092 0.646
C -1.969 2.068 -3.151
C -1.369 0.689 -3.361
N -0.124 0.435 -2.556
C 0.981 1.335 -3.013
C 2.266 1.158 -2.213
C 0.260 -1.001 -2.781
C -0.240 -1.943 -1.679
N 0.586 -1.896 -0.504
C 1.383 -2.931 -0.171
C 1.627 -3.188 1.200
F 1.037 -2.368 2.079
C 2.417 -4.239 1.625
F 2.602 -4.441 2.924
C 3.036 -5.074 0.702
C 2.860 -4.819 -0.652
F 3.484 -5.577 -1.548
C 2.052 -3.781 -1.088
F 1.973 -3.509 -2.402
H -2.964 2.077 -3.584
H -1.387 2.849 -3.632
H -2.065 2.269 -2.088
H -1.118 0.531 -4.411
H -2.097 -0.056 -3.037
H 0.614 2.354 -2.881
H 1.154 1.145 -4.073
H 2.036 0.933 -1.158
H 2.837 2.081 -2.239
H 2.899 0.370 -2.608
H 1.345 -1.080 -2.828
H -0.154 -1.320 -3.737
H -0.290 -2.953 -2.094
H -1.256 -1.644 -1.368
H 3.662 -5.888 1.026
Br 0.709 -0.998 5.487
C -0.082 0.472 4.651
C -1.122 1.162 5.250
C -1.749 2.212 4.603
Br -3.161 3.087 5.472
C -1.374 2.608 3.287
C -1.974 3.635 2.541
C -1.557 3.860 1.250
C -0.577 3.034 0.698
N 0.009 2.074 1.379
C -0.345 1.877 2.658
C 0.363 0.795 3.331
O 1.269 0.174 2.735
H -1.448 0.869 6.237
H -2.771 4.223 2.970
H -2.011 4.634 0.652
H -0.271 3.138 -0.330
O -3.360 0.942 1.351
Cl -2.382 0.238 0.553
O -2.951 -0.716 -0.375
O -1.481 -0.516 1.508
O -0.411 0.705 -1.256
*
```

## Properties
⟨S²⟩ ... 8.817
Lowest unoccupied orbital energy (alpha / beta) ... -3.5319 / -5.7175 eV
Calculated total energy ... -7463.459255 a.u.
Kohn-Sham gap (alpha / beta) ... 7.54 / 5.73 eV
HOMO (alpha / beta) ... -11.07 / -11.44 eV

Atom charges from the Mulliken analysis, given in e for atoms 1 to 5:
1. Ir 1.6968
2. C -1.2522
3. C -0.4459
4. N -0.2810
5. C -0.5057

***

Entry 8:
The following is a DFT calculation (wB97M-V/def2-TZVPD) of C21H19Cl2CuN2O2STe as an isolated structure.

ORCA input file:
```
! wB97M-V def2-TZVPD RIJCOSX def2/J DEFGRID3
* xyz -2 1
Cu 2.103 -1.535 -0.554
Cl 1.746 -1.093 2.155
C 3.403 -1.126 2.659
C 3.629 -1.098 4.025
C 4.919 -1.105 4.531
C 5.979 -1.141 3.640
C 5.735 -1.175 2.279
Cl 7.146 -1.226 1.244
C 4.444 -1.175 1.702
S 4.232 -1.208 -0.018
H 2.774 -1.066 4.687
H 5.095 -1.080 5.599
H 7.004 -1.142 3.989
O 1.148 -1.254 -2.332
N 0.467 -2.236 -2.697
N 0.204 -3.087 -1.752
O 0.606 -2.963 -0.507
C -0.561 -4.226 -2.102
C -1.092 -4.993 -1.074
C -1.871 -6.102 -1.376
C -2.113 -6.463 -2.693
C -1.542 -5.710 -3.714
C -0.767 -4.598 -3.429
H -0.879 -4.695 -0.058
H -2.290 -6.690 -0.567
H -2.729 -7.324 -2.923
H -1.688 -6.003 -4.747
H -0.306 -4.019 -4.215
C -3.682 6.573 0.005
C -2.872 5.301 -0.036
C -2.011 5.020 -1.087
C -1.294 3.828 -1.160
C -0.371 3.623 -2.329
C -1.429 2.837 -0.159
Te -0.460 0.941 -0.385
C -2.262 3.153 0.937
C -2.433 2.224 2.114
C -2.964 4.357 0.976
H -3.480 7.190 -0.873
H -3.454 7.172 0.893
H -4.755 6.363 0.024
H -1.896 5.752 -1.884
H -0.416 4.476 -3.014
H -0.624 2.707 -2.867
H 0.657 3.489 -1.987
H -1.792 1.351 2.009
H -3.469 1.879 2.195
H -2.179 2.739 3.046
H -3.610 4.558 1.830
*
```

## Properties
Lowest unoccupied orbital energy ... 4.5303 eV
Calculated total energy ... -4298.670539 a.u.
Kohn-Sham gap ... 4.91 eV
HOMO ... -0.38 eV

Atom charges from the Mulliken analysis, given in e for atoms 1 to 5:
1. Cu -0.2435
2. Cl -0.1404
3. C 0.8312
4. C -0.7359
5. C -0.2656

***

Entry 9:
The following is a DFT calculation (wB97M-V/def2-TZVPD) of C21H19Cl3N3O3RuS2 as an isolated structure.

ORCA input file:
```
! wB97M-V def2-TZVPD RIJCOSX def2/J DEFGRID3
* xyz 1 1
Ru -0.148 0.341 -0.120
C 6.093 -2.354 -1.830
O 6.078 -2.121 -0.426
C 4.967 -1.617 0.121
C 5.044 -1.408 1.526
C 3.971 -0.908 2.176
C 2.746 -0.568 1.511
C 1.639 -0.115 2.256
C 1.653 0.038 3.754
O 0.500 0.204 1.782
C 2.694 -0.765 0.082
O 1.689 -0.473 -0.664
C 3.825 -1.310 -0.574
H 7.078 -2.749 -2.055
H 5.937 -1.423 -2.378
H 5.331 -3.083 -2.110
H 5.961 -1.660 2.039
H 4.054 -0.762 3.241
H 2.566 -0.265 4.247
H 0.824 -0.542 4.159
H 1.457 1.086 3.985
H 3.742 -1.448 -1.641
C 0.160 4.935 -0.289
C -0.266 3.498 -0.240
S 0.893 2.321 -0.326
C -1.642 3.130 -0.168
C -2.750 4.146 -0.219
S -2.036 1.527 -0.038
H 1.242 5.013 -0.360
H -0.172 5.468 0.603
H -0.279 5.433 -1.156
H -2.363 5.160 -0.274
H -3.380 4.069 0.666
H -3.385 3.977 -1.089
Cl -1.106 0.611 -5.536
C -1.157 -0.823 -4.510
Cl -2.775 -1.534 -4.502
Cl 0.046 -2.008 -5.017
C -0.843 -0.411 -3.137
N -0.604 -0.101 -2.065
N -4.133 -5.640 2.252
C -3.533 -4.741 1.865
C -2.781 -3.615 1.381
C -2.133 -3.676 0.153
C -1.423 -2.569 -0.268
N -1.335 -1.447 0.451
C -1.955 -1.395 1.634
C -2.690 -2.452 2.135
H -2.174 -4.566 -0.457
H -0.894 -2.582 -1.211
H -1.848 -0.475 2.191
H -3.181 -2.370 3.094
*
```

## Properties
Lowest unoccupied orbital energy (alpha / beta) ... -4.7930 / -4.8108 eV
Calculated total energy ... -3473.256004 a.u.
Kohn-Sham gap (alpha / beta) ... 5.80 / 5.79 eV
HOMO (alpha / beta) ... -10.59 / -10.60 eV

Atom charges from the Mulliken analysis, given in e for atoms 1 to 5:
1. Ru 0.7248
2. C -0.8012
3. O -0.4387
4. C 0.8350
5. C -1.0494

***

calculated total energy of number 9 (C21H19Cl3N3O3RuS2)? -3473.256004 a.u.

***

calculated total energy of number 7 (C21H19Br2ClF4IrN3O5)? -7463.459255 a.u.